Entry 1:
111
Properties=species:S:1:pos:R:3 method="wB97M-V/def2-TZVPD" max_force_ev_per_a=4.36 charge=+1 multiplicity=2 homo_energy_ev="-8.23 / -10.11" lumo_ha="-0.150 / -0.150" s_squared=0.78
Sc 0.008 0.844 1.671
C -2.004 -0.103 -0.281
N -2.085 -0.306 1.175
C -1.664 -1.685 1.489
C -3.494 -0.151 1.585
C -3.691 0.135 3.069
N -3.063 1.376 3.505
C -3.415 2.508 2.661
C -3.438 1.637 4.887
H -2.268 -1.034 -0.819
H -0.339 -0.254 -1.490
H -2.715 0.678 -0.581
H -2.319 -2.409 0.980
H -1.735 -1.854 2.563
H -0.630 -1.857 1.171
H -4.054 -1.060 1.316
H -3.935 0.673 1.021
H -3.277 -0.674 3.679
H -4.783 0.160 3.238
H -3.061 3.421 3.131
H -4.500 2.605 2.509
H -2.909 2.412 1.700
H -4.515 1.835 4.994
H -2.883 2.499 5.254
H -3.185 0.774 5.503
N 4.481 4.556 -0.024
C 4.443 4.637 1.312
O 4.826 5.591 1.954
C 3.870 3.428 2.018
C 4.566 2.911 3.106
C 4.009 1.853 3.805
C 2.772 1.372 3.415
N 2.091 1.851 2.367
C 2.646 2.859 1.687
H 4.917 5.316 -0.522
H 4.213 3.725 -0.546
H 5.510 3.349 3.391
H 4.511 1.411 4.649
H 2.300 0.571 3.972
H 2.071 3.231 0.846
N 1.340 -0.663 1.117
C 2.351 -0.414 0.569
C 3.495 -0.092 -0.079
C 4.679 -0.837 0.021
N 5.662 -1.422 0.107
C 3.497 1.120 -0.759
N 3.485 2.154 -1.270
C -2.801 -7.102 -6.131
C -2.233 -6.103 -5.174
C -2.657 -4.785 -5.165
C -2.132 -3.860 -4.275
C -2.671 -2.460 -4.289
C -1.144 -4.262 -3.380
Te -0.369 -2.884 -1.923
N -0.655 0.280 -0.671
C -0.446 1.681 -0.787
O -0.254 2.286 0.302
C -0.532 2.306 -2.077
C -0.118 3.639 -2.241
C -0.269 4.274 -3.453
C -0.855 3.609 -4.523
C -1.257 2.287 -4.380
C -1.101 1.635 -3.177
C 1.348 -2.212 -3.024
C 1.191 -1.478 -4.187
C 2.292 -0.990 -4.867
C 3.560 -1.229 -4.373
C 3.718 -1.961 -3.210
C 2.621 -2.462 -2.521
C 2.814 -3.274 -1.277
C -0.714 -5.587 -3.355
C 0.330 -6.092 -2.406
C -1.266 -6.484 -4.258
H -3.561 -6.651 -6.763
H -3.244 -7.936 -5.590
H -2.015 -7.504 -6.769
H -3.419 -4.471 -5.863
H -3.345 -2.318 -5.129
H -1.866 -1.731 -4.370
H -3.227 -2.258 -3.371
H 0.329 4.144 -1.400
H 0.069 5.292 -3.566
H -1.003 4.118 -5.462
H -1.702 1.767 -5.215
H -1.456 0.618 -3.084
H 0.204 -1.278 -4.579
H 2.150 -0.419 -5.772
H 4.423 -0.858 -4.903
H 4.711 -2.163 -2.835
H 3.867 -3.336 -1.015
H 2.436 -4.286 -1.430
H 2.268 -2.831 -0.442
H 0.219 -5.648 -1.416
H 1.325 -5.855 -2.786
H 0.260 -7.172 -2.305
H -0.930 -7.510 -4.243
N -0.506 4.710 7.640
C -0.180 3.415 7.485
S 0.280 2.516 8.791
C -0.222 2.816 6.157
C -0.224 3.561 4.968
C -0.323 2.911 3.756
N -0.390 1.573 3.632
C -0.340 0.857 4.768
C -0.268 1.421 6.020
H -0.480 5.087 8.573
H -0.885 5.279 6.904
H -0.128 4.636 4.984
H -0.366 3.475 2.825
H -0.388 -0.221 4.655
H -0.258 0.803 6.905



Entry 2:
120
Properties=species:S:1:pos:R:3 method="wB97M-V/def2-TZVPD" max_force_ev_per_a=13.67 charge=0 relative_energy_ev=24.473 homo_energy_ev=-8.78 lumo_ha=-0.063 smiles="O=[N+]([O-])c1ccccc1.O=[N+]([O-])c1ccccc1.O=[N+]([O-])c1ccccc1.O=[N+]([O-])c1ccccc1.O=[N+]([O-])c1ccccc1.O=[N+]([O-])c1ccccc1.CN(C)C=O.CN(C)C=O.CN(C)C=O"
O -10.208 -0.770 -2.679
N -9.956 -0.638 -1.451
O -10.691 -0.183 -0.624
C -8.586 -0.925 -1.051
C -7.724 -1.930 -1.846
C -6.286 -2.264 -1.436
C -5.882 -1.604 -0.089
C -6.641 -0.768 0.723
C -8.152 -0.300 0.243
H -8.013 -2.460 -2.677
H -5.586 -2.984 -1.848
H -4.756 -1.887 0.220
H -6.377 -0.404 1.690
H -8.721 0.113 0.878
O 4.710 2.552 -1.876
N 3.531 2.646 -1.372
O 2.542 2.732 -2.093
C 3.319 2.762 0.055
C 2.048 3.592 0.615
C 1.825 3.689 2.165
C 2.862 2.894 3.108
C 4.018 2.262 2.508
C 4.348 2.289 1.019
H 1.383 4.124 -0.134
H 0.871 4.138 2.684
H 2.567 2.747 4.076
H 4.728 1.933 3.420
H 5.078 1.852 0.515
O -5.115 -0.221 -3.716
N -5.888 0.697 -3.383
O -6.900 0.915 -4.071
C -5.483 1.582 -2.298
C -4.140 1.385 -1.588
C -3.855 2.346 -0.437
C -4.977 3.266 0.153
C -6.263 3.375 -0.441
C -6.496 2.607 -1.667
H -3.322 0.668 -2.046
H -2.913 2.427 0.106
H -4.721 3.833 1.201
H -7.080 4.112 -0.109
H -7.718 2.511 -2.067
O 0.380 -6.360 0.769
N -0.410 -5.690 0.132
O -1.432 -5.239 0.637
C 0.034 -5.017 -1.081
C -0.582 -3.704 -1.568
C -0.355 -3.266 -3.038
C 0.754 -4.018 -3.890
C 1.496 -5.127 -3.287
C 1.156 -5.605 -1.944
H -1.412 -3.282 -1.197
H -0.976 -2.388 -3.460
H 1.050 -3.628 -4.904
H 2.234 -5.573 -3.945
H 1.769 -6.556 -1.913
O -2.602 -1.843 4.113
N -2.637 -0.942 5.011
O -3.633 -0.231 5.179
C -1.378 -0.685 5.764
C -1.206 0.748 6.436
C 0.167 1.242 6.985
C 1.323 0.124 7.051
C 1.081 -1.218 6.522
C -0.177 -1.621 5.816
H -1.822 1.583 6.206
H 0.206 2.254 6.975
H 2.421 0.327 7.285
H 1.921 -1.962 6.689
H -0.200 -2.620 5.549
O -2.270 -1.136 0.060
N -1.210 -0.459 0.018
O -0.858 0.212 -0.943
C -0.112 -0.920 0.898
C -0.301 -2.123 1.907
C 1.002 -2.677 2.511
C 2.263 -1.930 2.297
C 2.370 -0.835 1.562
C 1.201 -0.223 0.760
H -1.230 -2.587 2.071
H 0.993 -3.442 3.142
H 3.170 -2.376 2.605
H 3.294 -0.196 1.452
H 1.134 0.724 0.201
C 2.597 -0.605 -3.202
N 3.870 -1.186 -2.913
C 5.129 -0.606 -3.374
C 3.861 -2.383 -2.210
O 4.942 -3.008 -2.014
H 1.881 -0.655 -2.336
H 2.125 -1.493 -3.666
H 2.624 0.318 -3.617
H 5.789 -1.356 -3.785
H 5.639 -0.165 -2.500
H 4.718 0.120 -4.017
H 2.888 -2.692 -1.706
C 0.600 3.751 -4.676
N -0.075 4.050 -3.401
C -0.350 5.570 -3.069
C -0.476 3.116 -2.601
O -1.050 3.386 -1.512
H 1.674 3.780 -4.530
H 0.395 4.592 -5.443
H 0.319 2.795 -5.184
H -1.216 5.828 -3.821
H 0.576 6.208 -3.285
H -0.515 5.773 -1.876
H -0.132 1.976 -3.094
C 7.658 0.169 0.351
N 7.217 -0.034 1.643
C 6.532 -1.280 1.859
C 7.337 0.957 2.608
O 6.913 0.994 3.781
H 7.515 1.045 -0.073
H 7.238 -0.566 -0.416
H 8.632 0.030 0.009
H 6.480 -1.563 2.936
H 7.103 -2.110 1.339
H 5.493 -1.050 1.515
H 8.053 1.807 2.443



Entry 3:
110
Properties=species:S:1:pos:R:3 method="wB97M-V/def2-TZVPD" max_force_ev_per_a=4.04 charge=+2 relative_energy_ev=0.000 homo_energy_ev="-11.89 / -11.89" lumo_ha="-0.234 / -0.234"
Nb -16.249 5.760 12.223
C -17.402 2.323 11.916
N -16.972 3.162 13.036
C -15.984 2.502 13.825
C -14.731 3.264 13.902
N -14.456 4.356 13.156
C -13.076 4.629 13.357
C -12.183 5.533 12.782
C -10.868 5.571 13.303
C -10.449 4.763 14.320
C -11.308 3.784 14.882
C -12.566 3.705 14.323
N -13.698 2.880 14.644
C -17.739 3.134 10.709
N -17.469 4.433 10.519
C -17.938 4.718 9.184
C -17.787 5.843 8.349
C -18.216 5.695 7.014
C -18.611 4.490 6.486
C -18.722 3.338 7.282
C -18.403 3.507 8.612
N -18.269 2.545 9.636
H -18.307 1.744 12.258
H -16.627 1.540 11.712
H -17.757 3.419 13.620
H -15.780 1.492 13.428
H -16.394 2.287 14.845
H -12.454 6.137 11.892
H -10.172 6.313 12.869
H -9.436 4.876 14.718
H -10.991 3.050 15.637
H -13.660 2.079 15.261
H -17.291 6.764 8.743
H -18.228 6.572 6.366
H -18.763 4.391 5.418
H -19.008 2.353 6.887
H -18.652 1.607 9.531
N -14.876 7.211 13.245
C -14.638 7.209 14.699
C -13.485 7.882 15.108
C -13.021 7.776 16.411
C -13.721 6.940 17.302
C -14.950 6.394 16.933
C -15.503 6.608 15.612
C -16.901 6.206 15.291
C -17.784 6.043 16.375
C -19.109 5.650 16.185
C -19.543 5.338 14.888
C -18.683 5.583 13.810
C -17.349 5.957 13.970
H -13.956 7.152 12.796
H -15.287 8.110 12.946
H -12.949 8.447 14.360
H -12.113 8.301 16.749
H -13.344 6.781 18.317
H -15.453 5.694 17.618
H -17.377 6.258 17.387
H -19.776 5.542 17.052
H -20.563 4.954 14.678
H -19.121 5.539 12.814
C -19.391 8.700 10.073
Si -18.167 8.741 11.527
C -17.517 10.556 11.774
C -19.378 8.349 12.970
N -16.898 7.523 11.284
C -15.886 7.934 10.306
C -15.992 9.091 9.468
C -14.849 9.626 8.880
C -13.615 8.921 8.948
C -13.582 7.651 9.516
C -14.741 7.059 10.143
N -14.783 5.708 10.515
Si -13.726 4.618 9.536
C -14.039 4.760 7.650
C -11.789 4.685 9.724
C -14.212 2.831 9.939
H -20.201 9.379 10.281
H -19.811 7.693 10.045
H -18.978 8.917 9.082
H -17.902 11.267 11.055
H -16.432 10.670 11.743
H -17.852 10.943 12.747
H -20.090 9.172 13.006
H -18.877 8.282 13.947
H -19.956 7.467 12.817
H -16.971 9.583 9.327
H -14.917 10.571 8.320
H -12.704 9.390 8.548
H -12.689 7.026 9.447
H -14.839 5.457 7.366
H -14.396 3.779 7.334
H -13.142 5.008 7.115
H -11.366 5.560 10.223
H -11.346 4.640 8.719
H -11.438 3.787 10.237
H -14.898 2.730 10.759
H -13.312 2.297 10.231
H -14.646 2.359 9.059
S -20.940 4.808 10.953
C -22.554 5.376 11.044
N -23.510 5.034 10.120
C -24.775 5.516 10.097
C -25.171 6.420 11.045
C -24.245 6.824 12.061
C -22.970 6.313 12.052
H -23.192 4.394 9.391
H -25.472 5.127 9.333
H -26.219 6.790 11.070
H -24.577 7.579 12.768
H -22.226 6.615 12.789



Entry 4:
122
Properties=species:S:1:pos:R:3 method="wB97M-V/def2-TZVPD" max_force_ev_per_a=0.95 charge=-2 relative_energy_ev=0.000 homo_energy_ev=-2.50 lumo_ha=0.135
Y 0.575 0.726 0.363
S 5.163 -0.630 0.778
C 3.673 0.113 0.589
S 2.836 0.898 1.903
S 2.852 0.132 -0.948
Se -0.098 -6.610 1.906
P 1.202 -5.511 0.650
C 1.178 -6.149 -1.062
C 0.152 -6.996 -1.464
C 0.201 -7.607 -2.710
C 1.268 -7.371 -3.565
C 2.297 -6.526 -3.170
C 2.256 -5.930 -1.918
C 2.962 -5.727 1.095
C 3.622 -6.893 0.709
C 4.939 -7.111 1.084
C 5.611 -6.162 1.845
C 4.959 -5.001 2.231
C 3.637 -4.783 1.866
C 0.952 -3.720 0.742
C 0.762 -2.569 -0.022
N 0.620 -1.558 0.864
N 0.725 -2.043 2.088
N 0.917 -3.332 2.047
P 0.565 -2.313 -1.804
Se -0.176 -0.463 -2.556
C 2.139 -2.781 -2.572
C 2.238 -2.833 -3.960
C 3.451 -3.140 -4.559
C 4.580 -3.344 -3.772
C 4.497 -3.229 -2.392
C 3.279 -2.949 -1.792
C -0.695 -3.573 -2.199
C -1.805 -3.624 -1.353
C -2.885 -4.432 -1.666
C -2.878 -5.178 -2.840
C -1.780 -5.127 -3.683
C -0.685 -4.335 -3.359
H -0.667 -7.186 -0.782
H -0.603 -8.267 -3.013
H 1.303 -7.848 -4.538
H 3.139 -6.334 -3.824
H 3.088 -5.317 -1.598
H 3.105 -7.640 0.117
H 5.441 -8.020 0.776
H 6.644 -6.324 2.127
H 5.477 -4.247 2.809
H 3.136 -3.874 2.168
H 1.376 -2.595 -4.572
H 3.523 -3.187 -5.638
H 5.535 -3.553 -4.241
H 5.380 -3.318 -1.772
H 3.233 -2.827 -0.717
H -1.825 -3.023 -0.451
H -3.734 -4.471 -0.997
H -3.726 -5.804 -3.089
H -1.761 -5.719 -4.589
H 0.178 -4.328 -4.010
C -2.122 3.321 3.407
C -0.628 3.072 3.261
C 0.162 4.197 3.918
C -0.242 1.730 3.858
O -0.286 2.975 1.850
Si -0.260 4.104 0.632
S 0.458 3.058 -0.991
O -1.812 4.654 0.481
C -2.317 5.784 -0.239
C -1.485 6.065 -1.485
C -3.740 5.428 -0.640
C -2.303 6.980 0.708
O 0.606 5.444 1.034
C 2.010 5.742 0.962
C 2.245 6.825 2.006
C 2.868 4.519 1.256
C 2.308 6.271 -0.436
H -2.372 3.391 4.469
H -2.684 2.495 2.973
H -2.411 4.256 2.923
H -0.126 4.256 4.971
H -0.045 5.159 3.448
H 1.234 4.005 3.866
H -0.454 1.720 4.930
H 0.822 1.538 3.714
H -0.825 0.931 3.394
H -1.487 5.203 -2.154
H -0.452 6.300 -1.225
H -1.913 6.922 -2.012
H -3.743 4.510 -1.232
H -4.169 6.232 -1.243
H -4.366 5.296 0.245
H -1.280 7.195 1.019
H -2.900 6.755 1.595
H -2.721 7.864 0.220
H 2.067 6.431 3.008
H 1.564 7.662 1.835
H 3.273 7.190 1.953
H 2.610 4.070 2.214
H 3.920 4.813 1.290
H 2.755 3.750 0.492
H 1.732 7.179 -0.630
H 2.048 5.517 -1.181
H 3.371 6.504 -0.531
O -2.411 2.649 -2.544
H -2.153 1.931 -3.133
H -1.602 2.803 -2.019
F -5.243 4.536 2.358
C -5.519 3.309 1.878
C -4.647 2.653 1.108
N -4.909 1.407 0.591
C -3.838 0.736 -0.140
C -2.627 0.489 0.750
O -2.744 0.542 1.970
O -1.561 0.265 0.084
C -6.062 0.731 0.901
O -6.339 -0.382 0.504
N -6.939 1.449 1.703
C -6.786 2.719 2.248
O -7.653 3.223 2.936
H -3.683 3.087 0.859
H -3.534 1.352 -0.988
H -4.222 -0.213 -0.506
H -7.790 0.961 1.943